{"formula": "C40H48BClF9NO30", "method": "the ωB97M-V functional and the def2-TZVPD basis", "elements": ["C", "C", "C", "C", "C", "C", "O", "N", "C", "O", "C", "B", "O", "C", "C", "C", "Cl", "C", "C", "H", "H", "H", "H", "H", "H", "H", "H", "H", "H", "H", "H", "H", "H", "H", "H", "H", "H", "H", "H", "H", "C", "C", "O", "C", "O", "O", "F", "H", "H", "H", "C", "C", "O", "C", "O", "O", "F", "H", "H", "H", "C", "C", "O", "C", "O", "O", "F", "H", "H", "H", "C", "C", "O", "C", "O", "O", "F", "H", "H", "H", "C", "C", "O", "C", "O", "O", "F", "H", "H", "H", "C", "C", "O", "C", "O", "O", "F", "H", "H", "H", "C", "C", "O", "C", "O", "O", "F", "H", "H", "H", "C", "C", "O", "C", "O", "O", "F", "H", "H", "H", "C", "C", "O", "C", "O", "O", "F", "H", "H", "H"], "coordinates": [[5.12157, -0.74871, 3.02231], [4.59529, 0.64989, 2.82994], [4.01385, 0.99487, 1.30014], [5.05564, 2.04923, 0.60047], [6.67335, 1.80484, 0.68870], [7.17909, 1.12572, -0.74400], [7.77882, 1.83695, -1.71541], [4.51330, 3.39214, 1.13315], [2.99511, 3.22711, 0.91532], [2.30029, 4.28509, 0.49082], [2.50351, 1.66244, 1.21808], [1.59814, 1.74800, 2.61273], [1.46681, 0.60419, 3.58370], [0.77021, 3.13103, 3.07715], [-0.43347, 3.54434, 2.03965], [1.45661, 1.16002, 0.06144], [-0.09975, 0.36368, 0.72441], [2.09184, 0.15419, -1.06610], [1.05360, -0.29947, -2.25551], [4.40251, -1.58260, 3.42145], [6.23132, -1.05847, 2.72211], [4.64217, 1.44309, 3.69405], [4.23487, 0.00184, 0.71308], [4.90377, 2.22166, -0.57068], [7.22086, 2.84164, 0.91429], [7.02520, 1.07122, 1.52951], [7.05503, -0.02719, -0.91259], [4.62536, 3.54565, 2.16169], [1.29379, 1.05205, 4.46611], [1.56769, 3.99668, 3.25693], [0.24228, 2.93254, 4.12915], [-0.08757, 3.32534, 0.92327], [-1.44838, 2.96595, 2.21328], [-0.60226, 4.70369, 2.16055], [1.08782, 2.13511, -0.51801], [3.00959, 0.67802, -1.60952], [2.51258, -0.84530, -0.58714], [1.59918, -1.17376, -2.85787], [0.81607, 0.53238, -3.04466], [0.04207, -0.75480, -1.88211], [-1.52657, 6.15387, 6.66660], [-0.54503, 6.48708, 5.59550], [0.49365, 5.55618, 5.79917], [-0.11107, 4.46414, 6.34544], [0.40086, 3.35885, 6.40975], [-1.36558, 4.75652, 6.80608], [-0.04329, 7.73012, 5.77088], [-1.29625, 6.64258, 7.61923], [-2.55246, 6.40394, 6.38306], [-0.93807, 6.38353, 4.57849], [-4.58903, 1.47052, 5.23204], [-5.22389, 1.78467, 3.92056], [-4.82462, 3.11328, 3.67102], [-3.62112, 3.24516, 4.29622], [-2.83536, 4.15360, 4.08365], [-3.39793, 2.23020, 5.18589], [-6.57197, 1.75633, 4.01825], [-5.19439, 1.79624, 6.08458], [-4.37042, 0.40510, 5.34371], [-4.89592, 1.14089, 3.09746], [-1.67467, 0.90370, -6.98069], [-1.82289, 1.33550, -5.56179], [-1.32008, 0.24076, -4.82995], [-0.39198, -0.33439, -5.64511], [0.44871, -1.13371, -5.26801], [-0.51290, 0.09977, -6.93676], [-3.12595, 1.49963, -5.24125], [-2.51973, 0.30141, -7.33070], [-1.54090, 1.74915, -7.66093], [-1.25925, 2.23917, -5.30642], [1.22886, -3.69992, 2.72523], [2.00577, -3.97086, 1.48238], [3.09234, -4.74612, 1.93540], [2.62218, -5.41139, 3.02766], [3.17177, -6.37790, 3.52935], [1.45435, -4.86803, 3.48853], [2.49094, -2.82350, 0.95717], [1.60055, -2.82925, 3.27584], [0.16264, -3.56075, 2.52720], [1.45095, -4.52558, 0.71819], [-4.78597, -0.52731, 0.00462], [-4.98351, -2.00470, 0.00368], [-4.20556, -2.44186, 1.09482], [-4.20564, -1.39830, 1.97097], [-3.87477, -1.48749, 3.14163], [-4.62950, -0.23977, 1.37968], [-4.48363, -2.55737, -1.12429], [-3.88400, -0.22016, -0.53529], [-5.64365, 0.00725, -0.41256], [-6.02341, -2.31858, 0.14370], [-6.57114, 4.09591, -2.44143], [-5.79423, 3.82497, -3.68429], [-4.70766, 3.04971, -3.23127], [-5.17782, 2.38444, -2.13901], [-4.62823, 1.41793, -1.63732], [-6.34565, 2.92780, -1.67814], [-5.30906, 4.97234, -4.20950], [-6.19945, 4.96658, -1.89083], [-7.63736, 4.23508, -2.63946], [-6.34905, 3.27026, -4.44848], [6.12024, -3.92594, -3.02978], [6.38197, -2.87576, -2.00493], [5.17034, -2.15737, -1.95236], [4.20708, -3.06210, -2.28442], [3.01500, -2.89653, -2.08590], [4.74053, -4.18233, -2.86060], [7.35817, -2.03493, -2.41445], [6.30163, -3.57546, -4.05137], [6.71083, -4.83006, -2.85905], [6.62065, -3.26839, -1.01075], [-3.59914, -6.48494, 2.59569], [-2.89232, -5.48566, 3.44631], [-1.53329, -5.68707, 3.13108], [-1.53067, -6.13809, 1.84529], [-0.54218, -6.16396, 1.13109], [-2.77356, -6.55120, 1.45027], [-3.06995, -5.75774, 4.75859], [-3.65375, -7.47465, 3.06141], [-4.61080, -6.16512, 2.33181], [-3.16789, -4.44588, 3.24030], [0.41012, -2.23823, -8.36820], [1.14256, -3.34736, -9.04279], [0.15391, -4.33676, -9.21760], [-1.01795, -3.65081, -9.33110], [-2.05302, -4.13093, -9.76237], [-0.89025, -2.35560, -8.90967], [2.10770, -3.84712, -8.23879], [0.36299, -2.36130, -7.28099], [0.84103, -1.25863, -8.59199], [1.56937, -3.07759, -10.01468]], "homo_lumo_gap_ha": 0.2321, "fmax_ev_per_a": 8.35, "multiplicity": 1, "charge": 0, "homo_energy_ev": -7.24}

---

{"formula": "C4H11N2S", "method": "the ωB97M-V functional and the def2-TZVPD basis", "elements": ["N", "C", "C", "S", "C", "N", "C", "H", "H", "H", "H", "H", "H", "H", "H", "H", "H", "H"], "coordinates": [[1.58947, -0.01090, 0.01159], [0.33701, -0.51876, -0.73250], [0.44909, -0.22289, -2.31263], [0.99845, 1.51355, -2.69538], [-0.90530, 0.21136, -0.06050], [-1.45142, -0.22322, 1.26726], [-0.63698, 0.14305, 2.45912], [2.32909, -0.37905, -0.56661], [1.60301, 1.03812, -0.02845], [0.20680, -1.64076, -0.65726], [1.28801, -0.82441, -2.65043], [-0.55108, -0.50959, -2.83476], [-1.74325, 0.43036, -0.75651], [-0.71917, 1.44988, 0.21237], [-1.67793, -1.30839, 1.21275], [0.49327, 0.18980, 2.25053], [-0.87602, -0.55617, 3.25104], [-0.73305, 1.21802, 2.63037]], "homo_lumo_gap_ha": 0.2320, "e_above_lowest_kcal_mol": 50.77, "fmax_ev_per_a": 3.84, "multiplicity": 1, "charge": -1, "homo_energy_ev": -2.46}

---

{"formula": "H12O6", "method": "the ωB97M-V functional and the def2-TZVPD basis", "elements": ["O", "H", "H", "O", "H", "H", "O", "H", "H", "O", "H", "H", "O", "H", "H", "O", "H", "H"], "coordinates": [[-1.47189, 0.91698, -1.97552], [-1.22326, 1.79544, -1.65523], [-2.31722, 0.72898, -1.55184], [-2.55430, 1.27919, 1.78142], [-2.39118, 0.34919, 1.99220], [-3.14401, 1.26391, 1.02091], [0.03698, -0.30284, 0.34013], [0.72728, -0.90709, 0.02443], [-0.29029, 0.12873, -0.46318], [0.05080, 1.45429, 2.84249], [-0.64592, 1.79116, 2.25430], [0.56632, 0.85637, 2.28718], [2.21782, -2.35220, 0.20515], [1.89728, -3.16268, -0.20943], [3.17438, -2.46146, 0.25973], [2.13567, -0.29486, -2.30358], [1.32838, 0.14523, -2.59627], [1.90316, -1.22835, -2.25288]], "homo_lumo_gap_ha": 0.3811, "e_above_lowest_kcal_mol": 29.13, "fmax_ev_per_a": 0.47, "multiplicity": 1, "charge": 0, "homo_energy_ev": -10.27}